# 1
C24H21N8NaS4 | the ωB97M-V functional and the def2-TZVPD basis

Geometry as XYZ:
```
58
Properties=species:S:1:pos:R:3:forces:R:3:nbo_charge:R:1
Na 0.536741 -0.806556 -0.726167 0.21 -0.46 -0.09 0.86
C 3.782842 0.101271 2.667858 0.43 -1.17 -0.88 -0.24
C 4.787189 -0.824924 2.383196 -1.22 -0.47 -1.19 -0.16
C 4.444373 -1.859938 1.474787 0.24 -0.01 0.62 -0.22
C 3.162731 -1.940673 0.924412 -0.38 1.27 1.36 0.15
N 2.227481 -0.995927 1.222828 0.01 -0.86 -0.14 -0.44
C 2.503711 -0.054183 2.109915 0.93 0.45 -0.71 0.06
C 2.680845 -3.108045 0.156722 -1.32 0.11 -2.14 0.17
C 3.216117 -4.343665 0.356548 -0.51 -1.80 -0.92 -0.23
C 2.736268 -5.488833 -0.356320 -0.77 1.13 0.16 -0.15
C 1.668846 -5.318026 -1.270436 1.15 0.62 0.81 -0.23
C 1.239317 -3.974826 -1.511838 0.53 0.22 0.87 0.19
N 1.700938 -2.924798 -0.791980 0.53 -0.84 0.15 -0.44
C 0.215235 -3.676155 -2.575640 0.11 0.17 -0.74 0.17
C -0.198956 -4.709600 -3.454975 0.29 0.93 1.12 -0.24
C -1.204974 -4.424739 -4.360175 -0.13 -0.34 -0.42 -0.16
C -1.732068 -3.137562 -4.430299 1.19 -0.35 1.34 -0.25
C -1.254688 -2.191746 -3.525740 0.32 0.48 -0.46 0.06
N -0.234058 -2.401823 -2.682795 -0.77 -1.15 0.60 -0.43
H 4.091526 0.978043 3.150929 -0.18 1.06 1.13 0.22
H 5.798673 -0.729317 2.786240 -0.41 -0.04 -0.19 0.23
H 5.176128 -2.623488 1.230987 -0.02 0.14 -0.05 0.22
H 1.729321 0.697112 2.259645 0.08 -0.20 0.17 0.21
H 3.962661 -4.437839 1.099855 0.68 -0.39 0.55 0.22
H 3.166827 -6.469333 -0.107137 -0.37 0.47 -0.31 0.23
H 1.199027 -6.176586 -1.767191 0.42 0.52 0.31 0.22
H 0.291055 -5.682943 -3.374888 -0.54 0.34 -0.26 0.22
H -1.571080 -5.246306 -4.975400 0.06 0.38 -0.16 0.22
H -2.423777 -2.782892 -5.138151 -1.02 -0.15 -0.75 0.22
H -1.721235 -1.190255 -3.550214 0.66 -0.42 0.24 0.23
N -1.346179 1.303724 -3.040840 -1.93 -0.10 -1.15 -0.68
N -0.923941 1.599597 -1.738661 1.42 0.63 -0.88 -0.45
C 0.403498 1.652819 -1.459752 -1.11 0.54 -0.98 0.25
N 0.633914 2.103507 -0.215107 -0.34 -0.36 0.77 -0.82
S 1.635225 1.167700 -2.532001 -0.52 0.33 0.37 -0.35
H -0.585718 1.335059 -3.737213 -0.23 0.24 0.96 0.40
H -2.157922 1.923928 -3.332124 1.70 -0.82 0.70 0.37
H -1.650796 1.586321 -1.007596 0.52 -0.03 -0.39 0.45
H -0.183054 2.416656 0.279344 -0.24 0.19 0.37 0.41
H 1.488852 2.541488 0.022674 0.82 0.01 -0.10 0.41
S -2.836504 2.310307 4.994269 0.51 -0.67 0.12 -0.20
C -2.228266 1.795652 3.526154 -1.26 0.67 -0.69 -0.14
S -1.826960 0.159214 3.122717 0.24 0.11 -0.70 0.42
C -1.873713 0.521529 1.376682 -1.09 1.90 -0.07 -0.13
N -2.093995 1.838770 1.161338 0.23 -1.93 0.49 -0.42
N -2.290924 2.521690 2.354348 -0.36 -0.96 1.07 -0.26
C -2.776009 3.872779 2.300172 1.50 -0.61 0.89 0.15
C -2.228127 4.744722 3.254523 -0.35 0.96 -0.48 -0.21
C -2.328412 6.128066 3.021303 -0.17 -1.34 -0.24 -0.21
C -2.972331 6.573667 1.863207 -0.10 -0.22 -0.11 -0.22
C -3.519755 5.649523 0.957387 -0.25 0.78 1.22 -0.20
C -3.533960 4.295280 1.237541 0.29 0.16 -0.88 -0.23
S -1.975349 -0.662198 0.129422 0.16 0.11 0.79 -0.39
H -1.817353 4.333284 4.185693 0.20 0.39 -0.83 0.25
H -1.818819 6.771097 3.718083 -0.27 0.43 0.10 0.22
H -3.133731 7.636491 1.687278 0.37 -0.20 -0.09 0.21
H -3.986034 6.019592 0.072407 -0.43 0.16 -0.41 0.21
H -4.050653 3.604290 0.574175 0.44 -0.01 0.12 0.24
```
Positions in Å, forces in eV/Å.

Output
Total charge: 0
HOMO: -7.10 eV
DFT total energy: -3120.29342 a.u.

# 2
C46H95In2N5O8 | the ωB97M-V functional and the def2-TZVPD basis

Geometry as XYZ:
```
156
Properties=species:S:1:pos:R:3:forces:R:3:mulliken_charge:R:1
In 18.602431 -5.636455 2.654676 -0.50 -0.72 0.02 1.03
In 21.099070 -9.782227 3.255952 -0.79 -0.02 -0.05 1.01
C 18.310403 -8.393494 4.130657 0.99 2.34 -0.57 -0.09
O 18.929769 -9.247844 4.907250 -0.66 -0.31 -0.39 0.21
O 17.609035 -7.428461 4.558850 -0.09 -0.59 0.37 -0.01
O 18.673254 -8.415204 2.893519 0.17 -0.55 0.39 -0.98
C 17.632010 -14.097703 5.272322 -0.37 1.72 -0.30 -0.92
C 18.669600 -14.381000 4.166297 -0.19 -0.84 -0.67 1.55
C 18.201797 -15.616049 3.389394 0.19 -1.62 0.50 -1.32
C 17.095301 -15.359320 2.414927 -1.44 -0.22 -0.49 -0.71
C 17.407363 -14.248166 1.437635 0.29 -0.14 0.48 -1.15
C 17.899218 -12.977565 2.145849 -1.53 0.56 -1.61 1.59
N 18.800637 -13.285960 3.204501 0.34 0.14 0.37 -0.06
O 19.326844 -12.138595 3.767055 0.05 0.35 0.22 0.13
C 18.502113 -12.047777 1.074611 0.10 0.18 0.49 -1.54
C 16.636536 -12.213773 2.650262 0.09 -0.22 1.75 -1.45
C 20.051107 -14.653070 4.745523 -0.06 0.43 0.70 -1.63
H 16.602153 -14.176201 4.922975 0.09 -0.79 -0.02 0.34
H 17.623139 -13.022692 5.541837 0.37 -0.40 0.29 -0.29
H 17.835843 -14.700803 6.149360 -0.13 -0.09 0.06 0.62
H 19.068576 -16.166575 3.008626 -0.01 0.53 -0.68 0.42
H 17.830138 -16.386415 4.077887 0.00 0.44 0.41 0.45
H 16.141777 -15.198709 2.947513 0.36 0.74 0.24 0.31
H 16.712814 -16.226099 1.863380 0.98 -0.30 -0.07 0.49
H 16.501891 -13.991104 0.890885 0.16 0.05 -0.27 0.51
H 18.184567 -14.565709 0.738976 -0.10 -0.09 -0.07 0.41
H 17.782103 -11.998574 0.259557 0.09 -0.10 -0.12 0.52
H 18.575011 -11.030074 1.471145 0.26 -0.02 -0.07 -0.04
H 19.459656 -12.399362 0.693222 0.01 -0.03 0.01 0.36
H 15.919455 -11.963074 1.875806 0.22 -0.07 -0.25 0.61
H 16.128057 -12.824074 3.404599 -0.16 -0.12 -0.32 0.20
H 16.915872 -11.310606 3.211404 0.08 0.13 -0.40 0.04
H 20.728312 -15.040484 3.991077 0.03 -0.05 0.00 0.45
H 19.953043 -15.347413 5.578787 0.10 -0.27 -0.18 0.43
H 20.470198 -13.738451 5.169843 0.11 -0.04 -0.07 0.16
H 18.754297 -11.921472 4.527960 0.14 0.21 -0.09 -0.36
C 19.003398 -4.107421 6.336959 -0.16 -0.49 -0.04 -1.56
C 17.669634 -4.116198 7.075591 0.16 0.14 0.22 1.55
C 17.629362 -2.962447 8.081312 0.06 -0.23 0.29 -1.14
C 16.226693 -2.736314 8.624497 0.46 0.89 -0.44 -0.49
C 15.392665 -2.412796 7.410021 -0.63 0.25 -0.16 -1.59
C 15.238981 -3.591604 6.436394 -0.52 1.94 -0.08 1.84
N 16.571348 -4.042913 6.103662 -0.27 -0.72 0.63 -0.07
O 16.625359 -4.997420 5.141002 -0.46 0.13 0.36 0.11
C 14.334759 -4.700650 7.009322 -0.14 -1.07 0.04 -1.68
C 14.552474 -2.997785 5.166061 0.42 -1.11 -0.18 -1.55
C 17.505731 -5.469258 7.824300 0.23 -0.82 -0.25 -1.31
H 19.759910 -4.483267 7.024407 0.18 0.38 0.03 0.35
H 19.221075 -3.106467 5.977072 0.26 0.00 0.00 0.47
H 18.980597 -4.816235 5.507981 0.02 0.07 -0.05 -0.05
H 18.342710 -3.170289 8.881618 0.01 -0.23 -0.08 0.41
H 18.017752 -2.060990 7.603326 -0.26 0.09 -0.05 0.42
H 16.252073 -1.853594 9.262021 -0.09 -0.16 0.24 0.46
H 15.832026 -3.575080 9.193446 0.07 -0.06 0.10 0.28
H 15.835747 -1.582674 6.850250 0.23 -0.08 0.09 0.46
H 14.406855 -2.013043 7.656455 -0.13 -0.42 0.11 0.46
H 14.506318 -5.642461 6.476943 -0.03 0.10 -0.02 0.26
H 14.473506 -4.892186 8.073851 0.32 0.18 0.00 0.31
H 13.273514 -4.475409 6.901528 0.13 0.40 -0.27 0.57
H 14.248442 -3.811402 4.505832 0.00 0.09 -0.09 0.11
H 13.661218 -2.457272 5.466198 0.07 0.19 0.07 0.49
H 15.276489 -2.373887 4.648899 -0.21 0.26 -0.05 0.46
H 16.482045 -5.738510 8.071531 -0.09 0.26 0.08 0.01
H 18.086820 -5.454366 8.745613 0.02 0.17 -0.01 0.63
H 17.906686 -6.279073 7.197577 -0.04 0.07 0.03 0.18
H 16.675211 -5.870021 5.600147 0.44 -0.12 -0.60 0.01
C 14.389075 -8.302910 7.611856 -0.47 0.14 -0.19 -1.46
C 13.508656 -9.179634 6.683078 1.88 -0.44 0.68 1.87
C 14.439088 -10.045620 5.839247 0.01 -0.25 -0.33 0.58
C 13.696828 -11.157073 5.109967 -0.18 0.84 -1.05 0.11
C 12.878319 -12.038798 6.040036 0.49 0.18 -0.50 -1.41
C 12.016257 -11.243279 7.028192 0.23 -1.59 0.72 1.10
N 12.713200 -10.067429 7.526162 -1.33 0.93 -1.02 0.58
O 11.990676 -9.360056 8.445013 0.25 0.19 -0.20 -0.41
C 10.608854 -10.951093 6.453164 -0.10 0.24 0.46 -1.57
C 11.810382 -12.143262 8.283541 -0.74 0.81 0.74 -1.81
C 12.669780 -8.267804 5.774612 -0.74 -0.08 0.19 -1.18
H 13.768073 -7.504610 8.017103 0.29 0.20 -0.04 0.53
H 15.200534 -7.936705 6.978193 -0.04 0.30 0.15 0.10
H 14.819567 -8.829166 8.463312 -0.08 -0.32 -0.15 0.38
H 14.922659 -9.365608 5.130990 0.02 -0.10 -0.05 -0.63
H 15.253575 -10.476930 6.431503 -0.16 0.07 0.27 -0.29
H 14.395655 -11.654557 4.431193 -0.01 -0.56 0.49 -0.38
H 13.028995 -10.693919 4.365900 -0.13 0.06 0.28 0.24
H 13.529023 -12.734700 6.574554 -0.02 0.11 0.14 0.42
H 12.196630 -12.639679 5.439422 0.02 -0.15 0.11 0.55
H 10.094015 -11.885340 6.233276 0.33 -0.15 -0.16 0.49
H 9.975872 -10.534473 7.243900 0.00 0.36 -0.27 0.57
H 10.643759 -10.332646 5.561224 -0.16 0.07 0.00 0.26
H 12.658866 -12.089862 8.964435 0.32 -0.44 -0.37 0.44
H 11.006373 -11.720128 8.895094 -0.09 -0.10 -0.18 0.43
H 11.508506 -13.153786 8.026916 0.28 -0.08 -0.16 0.41
H 12.083665 -8.868270 5.083145 -0.08 0.10 -0.03 0.24
H 13.295748 -7.603992 5.175200 0.28 -0.10 0.21 -0.38
H 12.000269 -7.653321 6.379564 -0.04 -0.01 -0.10 0.57
H 11.096688 -9.226049 8.067484 -0.04 -0.22 0.35 0.44
C 19.129680 -12.136457 7.616313 -0.07 0.25 -0.91 -1.72
C 19.302916 -10.783330 8.311680 0.49 -1.03 0.74 2.20
C 19.670972 -11.047335 9.763258 1.16 -0.09 0.42 -1.12
C 20.207359 -9.805408 10.478210 -0.82 -0.79 -0.02 -0.75
C 21.457705 -9.313024 9.775100 -0.38 0.02 0.53 -1.13
C 21.264653 -9.050396 8.274870 1.47 -0.18 1.36 1.50
N 20.429243 -10.103240 7.676293 -1.06 1.75 -1.59 0.22
O 20.311929 -9.979038 6.375214 2.44 -1.30 3.13 -0.08
C 20.552433 -7.681307 8.097030 -0.71 -0.46 -1.00 -1.61
C 22.657937 -9.096468 7.621389 -0.31 -0.24 -0.65 -1.70
C 18.033232 -9.911007 8.165069 -0.55 0.62 -0.27 -1.27
H 19.065670 -11.998628 6.534393 -0.14 0.06 0.24 0.07
H 18.192454 -12.570325 7.956751 0.16 -0.20 0.14 0.54
H 19.984061 -12.789886 7.773928 -0.08 -0.10 0.34 0.59
H 18.885623 -11.586096 10.291286 -0.33 0.35 -0.11 0.39
H 20.510257 -11.755303 9.770604 -0.14 -0.10 -0.17 0.46
H 20.437337 -10.103711 11.500335 0.06 0.25 0.04 0.48
H 19.407660 -9.059095 10.530894 0.25 0.22 0.09 0.35
H 22.282129 -10.014801 9.910253 -0.09 -0.13 0.03 0.45
H 21.751609 -8.402309 10.299642 0.26 0.18 -0.46 0.40
H 20.182745 -7.546287 7.072794 0.19 -0.06 -0.01 0.28
H 19.671103 -7.669168 8.735162 0.20 0.35 0.28 0.25
H 21.254158 -6.871677 8.277744 0.07 -0.13 0.39 0.59
H 22.616629 -8.742499 6.591618 0.16 0.08 0.04 0.32
H 23.380621 -8.519842 8.192250 -0.18 0.21 0.07 0.43
H 23.006399 -10.129898 7.621039 0.07 0.02 -0.03 0.45
H 18.117806 -9.021621 7.534027 0.24 -0.10 -0.07 -0.07
H 17.712446 -9.534971 9.137472 0.09 -0.21 0.06 0.60
H 17.228844 -10.490137 7.711567 0.07 -0.14 0.15 -0.08
H 19.490203 -9.391491 6.169970 -1.79 0.49 -2.23 0.15
C 13.345131 -6.493450 0.839266 0.30 -0.02 -0.76 -1.99
C 14.528151 -7.144626 1.624429 -1.66 0.03 0.76 0.81
C 14.062597 -8.546365 2.054532 0.29 -1.02 -0.33 0.00
C 14.306279 -9.638297 0.997118 -0.63 0.45 -0.29 -1.50
C 15.731699 -9.579735 0.489690 -0.52 -0.11 0.09 -0.37
C 16.060280 -8.204031 -0.115456 0.49 -1.04 0.33 1.14
N 15.780989 -7.209886 0.922421 0.17 0.29 -0.51 1.45
O 16.247655 -5.941090 0.558836 -0.30 -0.17 0.05 -0.44
C 17.564262 -8.225749 -0.384405 0.78 0.03 0.34 -1.45
C 15.305618 -7.983896 -1.461147 1.01 0.33 0.06 -1.39
C 14.667880 -6.297960 2.895025 0.13 -0.04 0.22 -1.55
H 12.476541 -6.400287 1.484549 0.09 0.04 0.19 0.46
H 13.035806 -7.109711 -0.003780 0.01 0.02 0.02 0.49
H 13.604781 -5.499424 0.469472 -0.02 -0.01 0.03 0.35
H 14.551872 -8.813953 2.999753 0.03 -0.01 -0.10 -1.09
H 12.982288 -8.570847 2.205694 0.05 0.49 0.37 0.79
H 13.571405 -9.463059 0.199346 0.32 0.01 -0.18 0.49
H 14.011261 -10.624386 1.364614 0.26 0.04 0.25 0.55
H 15.927152 -10.315240 -0.292799 -0.08 -0.07 0.06 0.99
H 16.381055 -9.819221 1.339121 0.24 0.33 -0.21 -0.84
H 18.120013 -8.424972 0.539511 -0.24 0.20 0.08 -0.13
H 17.854342 -9.056055 -1.030743 -0.38 0.11 -0.29 0.45
H 17.952427 -7.303880 -0.817525 -0.15 -0.02 -0.11 0.47
H 15.986125 -7.436694 -2.118867 -0.24 0.19 -0.05 0.46
H 15.185007 -8.950380 -1.945043 -0.36 -0.02 0.06 0.36
H 14.378008 -7.433271 -1.382020 -0.19 -0.21 -0.06 0.28
H 15.293224 -6.833045 3.612964 0.23 0.23 -0.03 -0.15
H 13.679417 -6.171415 3.338918 -0.04 -0.09 -0.03 0.65
H 15.038727 -5.293887 2.693517 0.18 -0.06 -0.02 0.71
H 15.786000 -5.733011 -0.276638 0.27 0.28 0.03 0.36
```
Positions in Å, forces in eV/Å.

Output
Total charge: +4
ΔE to the lowest compared entry with this formula, charge and spin: 0.0 kcal per mole
HOMO: -16.71 eV
DFT total energy: -3063.85574 a.u.

# 3
C15H18Cl21NO3PS | the ωB97M-V functional and the def2-TZVPD basis

Geometry as XYZ:
```
60
Properties=species:S:1:pos:R:3:forces:R:3:nbo_charge:R:1
C 2.239840 -1.580257 2.225631 0.79 -1.47 -0.01 -0.77
S 3.090273 0.068829 2.069266 -1.36 1.36 -0.45 0.76
O 2.911429 0.733439 0.521840 -1.31 -1.10 1.03 -0.62
C 1.568217 0.600578 0.022851 -3.36 -0.96 -3.79 0.75
O 1.442462 0.271293 -1.180929 1.43 1.31 4.70 -0.52
C 0.246128 0.789816 0.878292 -2.25 0.31 2.07 -0.24
C -1.035716 -0.001426 0.424175 -0.02 2.10 3.22 -0.16
C -2.316126 0.152129 1.285866 2.97 1.79 1.11 -0.22
C -2.357628 1.059626 2.569505 3.44 0.00 -1.86 -0.15
C -1.098479 1.888458 3.009584 0.30 -2.83 -3.70 -0.23
C 0.166090 1.724933 2.142795 -1.58 -1.69 -0.86 -0.19
P 5.232272 -0.253166 2.290252 2.53 -0.86 -0.07 1.15
N 5.751170 1.141724 3.258635 -1.47 -0.33 -2.39 -1.11
O 5.813222 -0.161979 0.684646 -0.52 0.64 2.30 -0.95
H 1.337239 -1.692086 1.536962 1.41 0.49 0.73 0.31
H 1.871050 -1.648156 3.310482 0.69 0.42 -1.57 0.29
H 3.053136 -2.378321 2.030196 -1.53 1.16 0.23 0.28
H -1.008680 -0.689239 -0.494824 -0.06 1.31 1.75 0.26
H -3.255793 -0.417692 0.995814 1.46 0.87 0.41 0.25
H -3.304657 1.129821 3.203596 1.96 -0.14 -1.37 0.24
H -1.072225 2.563059 3.927632 -0.18 -1.15 -1.55 0.26
H 1.151781 2.264771 2.397991 -1.91 -0.73 -0.27 0.22
H 6.769683 1.233360 3.116776 -0.49 0.03 0.30 0.41
H 5.290508 1.998108 2.889259 0.72 -0.34 0.51 0.40
H 6.793282 -0.116347 0.772340 -0.65 -0.10 -0.36 0.51
C -2.111199 -1.327418 -3.610559 0.07 -0.01 -0.07 -0.28
Cl -2.667648 -2.858350 -2.919193 -0.04 0.10 -0.08 0.01
Cl -3.351623 -0.078431 -3.432735 0.13 -0.15 0.03 0.01
Cl -0.600937 -0.814156 -2.845597 -0.15 -0.09 -0.44 0.03
H -1.924944 -1.478104 -4.672277 -0.06 0.02 0.21 0.24
C -5.981839 2.519859 -3.514405 -0.09 0.07 -0.06 -0.28
Cl -5.326290 4.161645 -3.448132 0.00 -0.17 0.00 0.02
Cl -6.597483 2.030578 -1.928594 0.10 -0.02 -0.08 0.01
Cl -7.253304 2.405705 -4.738352 0.17 -0.03 0.12 0.03
H -5.177578 1.841647 -3.792301 -0.20 0.18 0.03 0.22
C -2.307044 -6.023637 -0.968181 -0.05 -0.12 -0.08 -0.29
Cl -1.281515 -7.319546 -1.598596 -0.07 0.18 0.04 0.03
Cl -4.002673 -6.313857 -1.382185 0.19 0.11 0.02 0.03
Cl -2.111255 -5.872305 0.784651 0.01 0.06 -0.09 0.01
H -1.997280 -5.087740 -1.428750 -0.04 -0.21 0.12 0.22
C 4.009982 -1.716469 -2.711580 -0.04 0.01 -0.11 -0.28
Cl 4.475501 -1.296048 -4.365261 -0.09 0.04 0.16 0.02
Cl 2.905002 -3.098348 -2.708218 0.05 0.15 0.07 0.02
Cl 5.443196 -2.063982 -1.730449 -0.13 -0.06 -0.12 0.00
H 3.493055 -0.863700 -2.273886 0.07 -0.16 -0.11 0.24
C -1.740998 4.694139 6.245883 0.01 0.13 -0.01 -0.29
Cl -2.951445 4.318000 5.009970 0.20 0.10 0.32 0.02
Cl -0.838037 3.238986 6.696134 -0.06 0.05 0.02 0.01
Cl -0.641014 5.956073 5.674825 -0.12 -0.12 0.07 0.03
H -2.257150 5.063758 7.129937 0.12 -0.09 -0.17 0.24
C -6.196938 2.694504 3.428918 -0.21 0.13 -0.19 -0.28
Cl -7.409568 2.317827 2.199182 0.16 0.04 0.19 0.04
Cl -5.291818 1.237592 3.874278 -0.82 0.04 0.38 0.02
Cl -5.099148 3.958016 2.855505 -0.24 -0.14 -0.13 0.03
H -6.710144 3.063777 4.314839 0.14 -0.11 -0.15 0.24
C 6.418773 -2.392488 -7.493373 0.04 -0.05 -0.06 -0.28
Cl 5.770243 -3.884428 -8.188326 0.03 0.13 0.12 0.02
Cl 8.179225 -2.341847 -7.661610 -0.16 0.01 0.07 0.02
Cl 5.679651 -0.977293 -8.257410 0.02 -0.09 0.14 0.02
H 6.175792 -2.375259 -6.432760 0.06 -0.02 -0.22 0.23
```
Positions in Å, forces in eV/Å.

Output
Total charge: +1
HOMO: -12.04 eV
DFT total energy: -11265.93010 a.u.